[1]
Below is C19H31CsN3O8S3 as an isolated structure at a distorted geometry, with properties calculated with ωB97M-V/def2-TZVPD.

Net charge: -1
Energy: -74112.029 eV
Kohn-Sham gap: 6.5 eV
Lowest unoccupied orbital energy: 1.6796 eV

Cartesian coordinates (Å):
Cs  14.19  12.89  9.12
C  16.64  10.20  9.71
O  15.86  11.13  10.48
C  16.01  11.21  11.88
C  15.86  12.67  12.36
O  14.45  12.96  12.55
C  14.20  14.35  12.74
C  12.73  14.65  12.46
O  12.39  14.46  11.08
C  11.06  14.06  10.87
H  16.94  9.29  10.26
H  16.07  9.90  8.81
H  17.53  10.72  9.38
H  15.23  10.60  12.41
H  16.96  10.80  12.24
H  16.43  12.88  13.28
H  16.26  13.36  11.59
H  14.46  14.55  13.80
H  14.88  14.89  12.11
H  12.03  14.07  13.14
H  12.54  15.72  12.68
H  10.37  14.82  11.29
H  10.97  13.86  9.76
H  10.82  13.09  11.36
C  9.66  5.93  11.71
C  9.66  7.44  11.82
S  11.26  8.24  12.16
C  11.65  9.13  10.63
C  11.27  8.49  9.29
S  12.70  7.81  8.42
C  12.62  6.05  8.79
C  12.05  5.51  10.15
S  10.28  5.31  10.07
H  8.69  5.47  11.80
H  10.34  5.51  12.49
H  9.00  7.88  12.60
H  9.28  7.86  10.87
H  12.75  9.27  10.69
H  11.21  10.14  10.70
H  10.86  9.21  8.60
H  10.51  7.68  9.47
H  13.69  5.76  8.77
H  12.08  5.58  7.96
H  12.34  6.16  11.00
H  12.50  4.52  10.34
C  6.12  10.46  7.10
C  7.42  11.20  6.94
N  8.62  11.08  7.50
C  9.38  12.09  6.97
C  8.61  12.92  6.07
N  7.42  12.23  6.06
C  8.85  14.11  5.23
O  10.01  14.81  5.36
O  7.96  14.56  4.48
C  10.80  12.36  7.43
O  11.41  13.36  6.88
O  11.34  11.62  8.29
H  5.93  10.07  8.09
H  6.08  9.69  6.33
H  5.35  11.21  6.92
H  6.60  12.58  5.61
H  10.64  14.30  5.99
O  17.84  11.89  5.52
C  17.21  11.80  6.55
N  16.57  11.75  7.61

Atomic partial charges in e from the natural (NBO) method, atoms 1 to 2: number 1, Cs, carries 0.9445; number 2, C, carries -0.2491

[2]
Below is one molecule with the formula CH2N3P at a distorted geometry, with properties calculated with ωB97M-V/def2-TZVPD.

Net charge: 0
Energy: -14824.291 eV
Kohn-Sham gap: 8.6 eV
Structure (SMILES): C1=[PH]=NN=N1
Lowest unoccupied orbital energy: -1.6329 eV

Cartesian coordinates (Å):
C  -0.50  -0.80  0.07
P  -0.69  1.01  0.10
N  0.91  1.24  0.22
N  1.55  -0.11  0.32
N  0.78  -1.07  0.25
H  -1.28  -1.62  0.20
H  -0.77  1.35  -1.17

Atomic partial charges in e from the natural (NBO) method, atoms 1 to 2: number 1, C, carries -0.2615; number 2, P, carries 0.7892

[3]
Below is a 8-piece molecular cluster, C19H54BrO11P3 overall at a distorted geometry, with properties calculated with ωB97M-V/def2-TZVPD.

Net charge: 0
Energy: -141009.571 eV
Kohn-Sham gap: 8.8 eV
Structure (SMILES): CCC(=O)OCCP([PH2]=O)#P(O)Br.CCO.CCO.CCO.CCO.CCO.CCO.CCO
Lowest unoccupied orbital energy: 0.2380 eV

Cartesian coordinates (Å):
C  -3.96  2.65  2.69
C  -3.01  2.10  3.77
C  -2.54  3.19  4.70
O  -3.22  3.74  5.52
O  -1.22  3.55  4.58
C  -0.76  3.83  3.25
C  0.56  4.59  3.37
P  1.31  4.63  1.68
P  3.39  5.28  1.88
O  3.68  6.73  1.66
P  0.16  6.25  0.73
O  1.03  6.41  -0.65
Br  0.72  8.11  1.76
H  -4.62  3.42  3.10
H  -4.57  1.85  2.28
H  -3.39  3.10  1.87
H  -3.52  1.33  4.36
H  -2.14  1.65  3.29
H  -1.49  4.44  2.71
H  -0.60  2.90  2.69
H  1.23  4.05  4.03
H  0.39  5.60  3.77
H  3.85  4.77  3.10
H  3.97  4.46  0.91
H  0.91  5.62  -1.20
C  -3.34  -1.47  0.00
C  -2.34  -0.34  0.13
O  -2.22  0.14  1.47
H  -4.32  -1.14  0.35
H  -3.43  -1.80  -1.03
H  -3.03  -2.32  0.61
H  -2.64  0.52  -0.47
H  -1.36  -0.67  -0.24
H  -1.93  -0.61  2.00
C  3.17  -1.23  0.76
C  3.16  -0.33  1.97
O  2.23  0.75  1.85
H  3.40  -0.66  -0.14
H  3.91  -2.02  0.87
H  2.19  -1.70  0.62
H  4.13  0.15  2.09
H  2.94  -0.90  2.88
H  1.34  0.38  1.76
C  -0.94  -4.21  2.81
C  0.06  -3.34  2.07
O  -0.19  -1.94  2.25
H  -1.96  -3.98  2.49
H  -0.74  -5.26  2.63
H  -0.88  -4.02  3.89
H  0.00  -3.51  1.00
H  1.08  -3.58  2.39
H  -0.12  -1.74  3.19
C  1.92  2.82  -1.75
C  3.08  1.92  -1.39
O  3.53  2.13  -0.06
H  2.21  3.86  -1.62
H  1.60  2.66  -2.78
H  1.06  2.63  -1.09
H  3.93  2.12  -2.04
H  2.80  0.87  -1.53
H  2.80  1.92  0.54
C  -2.35  -6.97  -0.34
C  -0.97  -6.36  -0.21
O  -0.18  -7.02  0.79
H  -2.86  -6.93  0.62
H  -2.94  -6.44  -1.08
H  -2.28  -8.02  -0.64
H  -1.04  -5.32  0.10
H  -0.44  -6.38  -1.17
H  -0.09  -7.94  0.53
C  2.38  4.24  -5.52
C  3.69  3.64  -5.06
O  3.72  2.22  -5.21
H  1.54  3.80  -4.97
H  2.36  5.32  -5.36
H  2.22  4.05  -6.58
H  3.84  3.82  -3.99
H  4.53  4.09  -5.59
H  3.60  2.02  -6.14
C  -2.90  -6.35  -5.30
C  -2.39  -5.16  -4.52
O  -1.73  -5.54  -3.31
H  -3.59  -6.93  -4.69
H  -3.42  -6.03  -6.20
H  -2.08  -7.00  -5.60
H  -3.21  -4.51  -4.21
H  -1.71  -4.56  -5.14
H  -0.99  -6.10  -3.54

Atomic partial charges in e from the Löwdin method, atoms 1 to 2: number 1, C, carries -0.0782; number 2, C, carries -0.1560

Computed energy above the lowest of the compared OMol25 structures with the same formula, charge and spin, in the same sequence as the records: 0.0 54.0 0.0 kcal/mol.